# C48H69BeBr2CaClF12MgN6O8

A molecular structure, C48H69BeBr2CaClF12MgN6O8 in a non-equilibrium geometry (wB97M-V/def2-TZVPD, the OMol25 dataset).

Summary:
* highest occupied orbital energy: -9.93 eV
* LUMO energy: -8.907 eV
* HOMO-LUMO gap: 1.02 eV

Structure (ORCA input):
```
! wB97M-V def2-TZVPD RIJCOSX def2/J DEFGRID3
* xyz 2 1
C 4.804 -2.272 -0.717
C 5.302 -1.485 -1.897
N 6.337 -2.041 -2.498
C 4.668 -0.096 -2.322
C 3.465 -0.166 -3.366
C 3.581 1.279 -4.006
C 3.713 2.459 -3.023
C 2.647 2.596 -1.910
C 3.219 2.614 -0.461
C 2.335 3.407 0.510
N 2.613 2.900 1.874
C 3.878 -1.145 -4.511
C 3.508 -2.646 -4.502
C 3.133 -3.380 -3.205
Br 2.066 -3.068 -5.864
O 2.333 -0.406 -2.595
C 1.106 -0.722 -3.204
C 0.557 0.239 -4.272
F -0.729 -0.031 -4.590
F 1.214 -0.003 -5.428
F 0.600 1.533 -3.953
C 0.077 -1.034 -2.028
C -0.752 0.197 -1.641
C -1.968 -0.094 -0.718
C -2.606 1.184 -0.160
F -3.057 0.878 1.080
F -1.716 2.189 -0.004
C -3.761 1.702 -1.081
F -3.520 1.509 -2.369
F -3.833 3.163 -0.937
C -5.200 1.154 -0.766
F -5.690 1.553 0.403
F -6.007 1.698 -1.704
C -5.374 -0.385 -0.903
F -6.679 -0.656 -0.784
F -5.011 -0.823 -2.115
F -4.747 -1.076 0.059
O 0.914 -1.551 -0.976
C 1.034 -0.788 0.204
O 2.087 -1.347 0.957
C -0.780 -2.277 -2.371
C -1.017 -2.733 -3.637
C -1.765 -3.871 -3.912
C -2.341 -4.623 -2.936
C -2.057 -4.165 -1.551
C -1.309 -3.051 -1.345
H 4.880 -1.583 0.143
H 5.462 -3.129 -0.492
H 3.751 -2.529 -0.822
H 6.681 -1.467 -3.293
H 5.478 0.524 -2.809
H 4.247 0.384 -1.430
H 4.539 1.225 -4.549
H 2.834 1.466 -4.774
H 3.650 3.367 -3.633
H 4.707 2.550 -2.548
H 2.159 3.572 -2.018
H 1.847 1.859 -1.921
H 3.236 1.576 -0.086
H 4.236 3.028 -0.479
H 1.279 3.261 0.267
H 2.654 4.455 0.495
H 2.547 3.650 2.553
H 3.574 2.582 1.935
H 3.512 -0.710 -5.447
H 4.970 -1.066 -4.621
H 4.360 -3.194 -4.908
H 4.044 -3.793 -2.755
H 2.545 -4.261 -3.478
H 2.535 -2.821 -2.484
H 1.218 -1.687 -3.718
H -0.147 1.018 -1.249
H -1.234 0.654 -2.509
H -2.714 -0.538 -1.387
H -1.780 -0.839 0.049
H 1.334 0.256 0.048
H 0.157 -0.759 0.864
H 1.672 -1.930 1.601
H -0.589 -2.237 -4.498
H -1.885 -4.160 -4.951
H -2.919 -5.520 -3.175
H -2.446 -4.720 -0.651
H -1.124 -2.769 -0.313
Mg -3.882 -5.284 -1.151
N 7.553 -4.774 -0.441
O 7.598 -5.315 -1.553
O 8.522 -4.101 -0.030
O 6.526 -4.911 0.277
N -4.765 9.120 -0.867
C -4.772 8.618 -2.102
C -4.674 7.266 -2.386
C -4.559 6.380 -1.327
C -4.547 6.877 -0.035
C -4.655 8.250 0.137
H -4.861 9.348 -2.900
H -4.688 6.917 -3.409
H -4.480 5.318 -1.510
H -4.459 6.223 0.823
H -4.654 8.687 1.130
Cl 1.749 -4.723 -7.679
Be -4.111 3.614 0.928
N -7.692 11.996 -1.944
C -7.332 10.851 -1.360
C -8.209 10.040 -0.656
C -9.531 10.438 -0.547
C -9.923 11.625 -1.144
C -8.968 12.361 -1.829
H -6.290 10.580 -1.467
H -7.862 9.119 -0.204
H -10.246 9.833 -0.004
H -10.945 11.972 -1.082
H -9.231 13.295 -2.316
C 1.165 -5.545 6.763
C 1.477 -4.173 6.122
C 1.987 -3.200 7.221
C 3.371 -3.496 7.767
C 4.294 -4.198 6.773
C 3.918 -3.993 5.304
N 2.510 -4.428 5.104
O 2.126 -4.351 3.967
C 4.827 -4.911 4.483
C 4.183 -2.548 4.895
C 0.170 -3.608 5.584
H 0.780 -6.243 6.018
H 0.412 -5.440 7.543
H 2.048 -5.997 7.215
H 1.979 -2.184 6.817
H 1.275 -3.185 8.047
H 3.854 -2.499 8.099
H 3.294 -4.104 8.667
H 5.324 -3.879 6.939
H 4.287 -5.269 6.998
H 4.624 -5.962 4.697
H 5.873 -4.725 4.713
H 4.695 -4.751 3.412
H 5.230 -2.300 5.053
H 3.595 -1.822 5.456
H 3.969 -2.398 3.834
H -0.539 -3.496 6.401
H -0.292 -4.263 4.845
H 0.316 -2.625 5.131
C -7.492 -6.128 1.763
O -6.355 -5.351 1.360
H -7.158 -7.143 1.958
H -7.927 -5.711 2.672
H -8.241 -6.142 0.970
H -6.667 -4.457 1.193
Br 4.788 -1.347 9.249
Ca 7.149 0.220 -2.165
*
```

Atom charges from the Mulliken analysis, given in e for atoms 1 to 2: -0.335, 1.026